# 1
{"formula": "C4H4ClN3", "method": "wB97M-V/def2-TZVPD", "species": ["H", "N", "C", "N", "C", "N", "C", "C", "Cl", "H", "H", "H"], "coordinates": [[-1.22008, 2.54663, -0.31053], [-0.39899, 2.01725, 0.06675], [-0.62292, 0.77626, -0.20629], [-1.75072, 0.21785, -0.76945], [-1.56529, -1.04797, -0.52072], [-0.35631, -1.45885, 0.05680], [0.24428, -0.30540, 0.19695], [1.63955, -0.29192, 0.65490], [2.72213, 0.03403, -0.74863], [-2.28591, -1.83777, -0.90949], [1.85729, -1.20751, 1.14887], [1.73695, 0.55738, 1.34084]], "forces_ev_per_a": [[0.7, -0.3, 0.5], [-1.0, -1.1, -1.0], [0.5, 3.1, 0.5], [-0.9, -1.6, 0.2], [-2.2, -0.6, -2.1], [0.5, 1.6, 0.2], [0.9, -3.0, 0.3], [-0.1, 2.0, 0.2], [-0.2, -0.2, 0.4], [0.9, 1.2, 0.8], [0.5, -0.7, 0.1], [0.4, -0.2, -0.1]], "mulliken_charge": [0.329, -0.531, 0.419, -0.546, -0.055, -0.574, 0.576, -0.404, -0.172, 0.339, 0.352, 0.267], "charge": 0, "smiles": "[H]/N=C1\\N=CN=C1CCl", "homo_energy_ha": -0.39451, "energy_ha": -779.24142, "orbital_gap_ev": 9.09}

=====

# 2
{"formula": "C4H4ClN3", "method": "wB97M-V/def2-TZVPD", "species": ["C", "N", "N", "N", "C", "C", "C", "Cl", "H", "H", "H", "H"], "coordinates": [[1.82742, 1.47128, 0.21284], [0.76942, 1.49847, -0.50008], [-0.11067, 0.47869, -0.25932], [-1.42143, 0.79963, -0.21354], [-2.06222, -0.37260, -0.06276], [-1.13730, -1.46724, 0.02806], [0.07156, -0.90353, -0.12390], [1.61740, -1.64068, -0.23824], [2.61925, 2.25116, 0.09542], [2.19619, 0.69287, 0.89501], [-3.14294, -0.29355, 0.03210], [-1.22669, -2.51448, 0.13442]], "forces_ev_per_a": [[1.5, 0.4, -0.4], [1.1, 0.4, 1.0], [-0.9, -1.6, 0.1], [0.1, -1.6, -0.2], [0.8, 0.9, 0.3], [-1.0, 0.8, -0.3], [1.1, 2.1, -0.2], [-0.3, 0.0, 0.0], [-1.1, -0.3, -0.4], [-0.9, 0.0, -0.1], [0.4, -0.5, 0.0], [-0.6, -0.7, 0.1]], "mulliken_charge": [-0.221, -0.786, 1.123, -0.877, -0.295, -0.538, 0.427, -0.172, 0.245, 0.250, 0.439, 0.403], "charge": 0, "smiles": "C=Nn1nccc1Cl", "homo_energy_ha": -0.34282, "energy_ha": -779.19792, "orbital_gap_ev": 9.85}

=====

# 3
{"formula": "C4H4ClN3O2", "method": "wB97M-V/def2-TZVPD", "species": ["C", "C", "C", "C", "N", "N", "N", "O", "O", "Cl", "H", "H", "H", "H"], "coordinates": [[-0.05690, -0.82065, -0.07588], [-0.08715, 0.55301, 0.08209], [0.15386, -0.71297, -2.11920], [-0.31777, 1.24154, 1.34674], [0.23116, 0.50559, -2.28971], [0.00022, 1.22790, -1.13496], [0.18084, -1.81415, 0.87405], [1.20448, -1.68100, 1.53933], [-0.64630, -2.68771, 0.97025], [0.35300, -2.01826, -2.95107], [-1.38064, 1.18054, 1.53938], [0.10788, 0.62569, 2.07725], [0.05288, 2.18427, 1.39125], [0.20444, 2.21619, -1.24951]], "forces_ev_per_a": [[0.5, 4.0, -5.1], [0.5, -3.0, -2.0], [-0.7, 1.1, 7.2], [-1.6, -2.1, -0.5], [-0.4, 1.6, 0.5], [0.1, 0.2, -0.4], [0.3, 0.6, 0.3], [-0.4, -0.5, 0.2], [-0.1, -1.0, 0.3], [0.5, -3.2, -2.5], [-0.4, 0.5, 0.1], [0.9, -0.6, 1.4], [1.0, 2.9, 0.2], [-0.2, -0.5, 0.4]], "mulliken_charge": [-0.040, 0.435, 0.462, -1.356, -0.681, 0.170, 0.866, -0.522, -0.545, -0.119, 0.284, 0.345, 0.445, 0.257], "charge": 0, "homo_energy_ha": -0.32621, "energy_ha": -929.52601, "orbital_gap_ev": 8.53}

=====

# 4
{"formula": "C4H4ClNO", "method": "wB97M-V/def2-TZVPD", "species": ["C", "C", "C", "C", "N", "O", "Cl", "H", "H", "H", "H"], "coordinates": [[0.78057, 0.10456, 0.03375], [-0.27435, 0.23307, 0.98635], [2.08330, 2.03953, 0.45607], [-1.63539, -1.18310, -0.46855], [1.67309, 0.94331, 0.35510], [-1.38907, -0.33084, 0.66301], [3.27651, 2.94567, 1.11492], [0.85685, -0.42050, -0.80506], [-2.71716, -1.69133, -0.43977], [-0.98494, -1.98620, -0.51773], [-1.66941, -0.65417, -1.37811]], "forces_ev_per_a": [[-2.2, -0.4, 3.5], [0.2, 0.2, 0.0], [0.9, 1.0, 0.2], [-3.4, -0.5, 0.6], [1.6, 2.0, -0.8], [-2.2, -1.1, 0.1], [0.5, 0.1, 0.4], [0.4, -2.2, -3.5], [2.2, 1.4, 0.7], [1.7, -1.4, 0.0], [0.4, 1.0, -1.1]], "mulliken_charge": [-0.093, -0.630, 0.274, -0.791, 0.016, -0.106, -0.085, 0.468, 0.222, 0.362, 0.362], "charge": 0, "homo_energy_ha": -0.28997, "energy_ha": -744.77097, "orbital_gap_ev": 7.48}

=====

# 5
{"formula": "C4H4ClNS", "method": "wB97M-V/def2-TZVPD", "species": ["C", "S", "C", "C", "N", "C", "Cl", "H", "H", "H", "H"], "coordinates": [[1.68684, -1.03397, -0.06162], [-0.15797, -1.37909, 0.14909], [-0.77611, 0.27138, 0.17310], [0.11642, 1.35549, 0.09584], [0.90077, 2.13796, 0.04769], [-2.07591, 0.64253, 0.14451], [-3.45702, -0.44603, 0.00183], [2.04481, -2.01549, 0.11090], [2.03138, -0.27578, 0.58722], [1.88863, -0.94905, -1.15764], [-2.20184, 1.69204, -0.09091]], "forces_ev_per_a": [[-2.1, -1.3, -2.2], [1.0, 0.8, 0.1], [-1.9, -0.9, -0.2], [-2.9, -3.7, 0.4], [4.0, 4.3, -0.3], [0.4, -0.7, -0.8], [1.2, 0.8, 0.3], [0.8, -0.8, 0.9], [0.5, 0.6, 0.5], [-0.2, 0.8, 1.0], [-0.9, -0.1, 0.4]], "mulliken_charge": [-0.983, -0.004, 0.515, -0.043, -0.336, -0.412, -0.167, 0.361, 0.380, 0.320, 0.370], "charge": 0, "smiles": "CS/C(C#N)=C\\Cl", "homo_energy_ha": -0.33074, "energy_ha": -1067.89877, "orbital_gap_ev": 9.26}

=====

# 6
{"formula": "C4H4ClNS2", "method": "wB97M-V/def2-TZVPD", "species": ["C", "C", "C", "C", "N", "S", "S", "Cl", "H", "H", "H", "H"], "coordinates": [[-2.22114, -0.72050, -0.68166], [-1.95133, -0.61243, 1.69747], [-0.03209, 0.10392, 0.40050], [2.64880, 0.51305, -0.60463], [-2.53696, -0.57151, 0.54839], [-0.52836, -0.22622, -1.19479], [1.50506, 0.64222, 0.83922], [-2.31280, 0.55209, 2.87196], [-2.99365, -1.21226, -1.38141], [2.98690, 1.52642, -0.47359], [2.13788, 0.27779, -1.48649], [3.29768, -0.27258, -0.53498]], "forces_ev_per_a": [[0.4, -1.5, -3.4], [0.3, 1.2, -3.9], [0.8, -0.5, -1.0], [-2.0, 2.1, 1.5], [-1.0, 0.0, 4.5], [-1.4, -0.4, 2.2], [-0.7, -1.0, -0.2], [-0.5, 0.0, 1.0], [1.7, 1.3, 0.8], [1.2, 0.1, -1.1], [-1.1, 0.5, -1.4], [2.2, -1.6, 1.0]], "mulliken_spin": [0.547, 0.725, 0.348, 0.012, 0.124, -0.058, 0.119, 0.168, 0.013, 0.000, -0.001, 0.004], "charge": 0, "s_squared": 2.035, "spin_multiplicity": 3, "homo_energy_ha": [-0.21178, -0.31556], "energy_ha": -1465.88040, "orbital_gap_ev": [5.52, 6.70]}

=====

# 7
{"formula": "C4H4CrO5", "method": "wB97M-V/def2-TZVPD", "species": ["O", "C", "O", "O", "C", "H", "H", "C", "H", "H", "O", "O", "C", "Cr"], "coordinates": [[1.03029, -0.66481, 0.65167], [1.89303, 0.08081, -0.17392], [2.91681, -0.41069, -0.59605], [1.37766, 1.22910, -0.36941], [0.56837, -1.95937, 0.22331], [0.79750, -2.07163, -0.84593], [1.08037, -2.74481, 0.79491], [-0.94570, -1.96997, 0.45212], [-1.13177, -2.08672, 1.53880], [-1.33830, -2.88268, -0.03386], [-3.37462, 2.36146, -0.53395], [-1.55058, -0.82236, -0.05441], [-2.45166, 1.89183, -0.08304], [-0.45671, 0.75385, 0.30545]], "forces_ev_per_a": [[-1.7, 1.2, 0.9], [4.2, -2.0, -1.8], [-2.2, 1.0, 1.0], [-2.8, 0.9, 0.5], [-0.2, -0.9, -0.8], [0.1, 0.1, 0.3], [-0.2, 0.3, -0.1], [0.5, -1.6, 0.9], [-0.1, 0.3, -0.4], [0.0, 0.5, 0.0], [1.8, -1.0, 1.1], [1.7, 3.0, 0.3], [-1.2, 1.0, -1.2], [0.1, -2.6, -0.8]], "mulliken_spin": [-0.057, -0.006, -0.019, -0.070, -0.020, 0.003, -0.001, -0.010, 0.001, -0.004, 0.014, -0.322, -0.044, 3.535], "charge": 1, "s_squared": 3.991, "spin_multiplicity": 4, "homo_energy_ha": [-0.55367, -0.56023], "energy_ha": -1575.18659, "orbital_gap_ev": [7.01, 9.11]}

=====

# 8
{"formula": "C4H4ErO2", "method": "wB97M-V/def2-TZVPD", "species": ["H", "O", "C", "C", "C", "C", "H", "H", "H", "O", "Er"], "coordinates": [[-0.51405, -0.28740, -2.06170], [-1.32620, -1.48781, 2.32582], [-0.52697, -0.87242, 1.75557], [0.41468, -0.19664, 1.12063], [-0.07993, 0.20748, -1.17689], [0.87233, -0.53982, -0.33103], [0.96309, 0.54352, 1.70585], [1.89667, -0.18761, -0.49795], [0.75824, -1.61095, -0.54991], [-0.56515, 1.27654, -0.77378], [-1.89273, 3.15512, -1.51662]], "forces_ev_per_a": [[0.5, 0.2, -0.2], [2.6, 2.1, -2.0], [-4.5, -3.8, 3.5], [3.1, 0.8, -1.8], [-1.4, 0.3, -0.1], [-0.8, -0.1, 1.3], [-0.1, 0.0, 0.1], [0.1, -0.2, 0.0], [0.4, 0.1, 0.1], [0.0, 0.1, -0.9], [0.0, 0.2, -0.1]], "mulliken_spin": [0.001, 0.300, 0.149, 0.457, 0.027, 0.019, 0.016, 0.012, 0.008, 0.012, 2.000], "charge": 3, "s_squared": 3.765, "spin_multiplicity": 4, "homo_energy_ha": [-0.86898, -0.78882], "energy_ha": -1319.01744, "orbital_gap_ev": [10.23, 6.10]}

=====

# 9
{"formula": "C4H4F2", "method": "wB97M-V/def2-TZVPD", "species": ["C", "C", "C", "C", "F", "F", "H", "H", "H", "H"], "coordinates": [[-1.67861, 1.15356, 0.01132], [1.82668, -1.11785, -0.06067], [-1.20826, -0.09147, -0.00922], [1.05656, -0.03917, 0.00699], [-1.79012, -1.24706, 0.09466], [1.32858, 1.27357, 0.01986], [-2.82408, 1.22413, 0.07061], [-0.95706, 2.00402, -0.04289], [2.93217, -1.06849, -0.10433], [1.31412, -2.09124, 0.01367]], "forces_ev_per_a": [[-1.1, -1.1, 0.0], [-0.1, 0.6, 0.3], [4.5, 2.1, 0.4], [-3.9, -0.4, -0.2], [-0.1, -0.2, -0.1], [0.3, -1.3, -0.1], [1.9, 0.4, -0.1], [-1.1, -0.9, 0.1], [-0.8, 0.0, 0.1], [0.4, 0.7, -0.2]], "mulliken_charge": [-0.561, -0.548, 0.240, 0.242, -0.189, -0.206, 0.259, 0.245, 0.284, 0.234], "charge": 0, "homo_energy_ha": -0.36727, "energy_ha": -354.37094, "orbital_gap_ev": 10.62}

=====

# 10
{"formula": "C4H4F2O", "method": "wB97M-V/def2-TZVPD", "species": ["F", "C", "F", "C", "C", "C", "O", "H", "H", "H", "H"], "coordinates": [[1.94688, 0.46120, -1.05237], [1.16350, 0.12956, -0.00554], [1.88161, 0.44534, 1.09526], [-0.28804, 0.97212, -0.01932], [-1.21178, -0.19808, -0.00582], [-0.53037, -1.33220, 0.00342], [0.84704, -1.19280, -0.01992], [-0.33747, 1.58211, -0.91649], [-0.33131, 1.58591, 0.87364], [-2.27963, -0.10143, 0.01611], [-0.86043, -2.35174, 0.03104]], "forces_ev_per_a": [[-0.1, -0.3, -0.1], [-2.2, 2.4, 0.0], [0.0, -0.3, 0.1], [2.4, -1.6, -0.1], [0.0, 0.1, 0.0], [-0.1, 0.4, 0.0], [0.2, -0.5, 0.0], [0.0, 0.1, 0.0], [0.0, 0.1, 0.1], [-0.2, -0.2, 0.0], [-0.1, -0.2, 0.0]], "mulliken_charge": [-0.293, 0.976, -0.299, -0.723, -0.159, -0.388, -0.426, 0.265, 0.266, 0.353, 0.428], "charge": 0, "smiles": "FC1(F)CC=CO1", "homo_energy_ha": -0.35259, "energy_ha": -429.77362, "orbital_gap_ev": 10.58}